Record 1
80
Properties=species:S:1:pos:R:3 method="wB97M-V/def2-TZVPD" charge=0 lumo_energy_ev=0.5 max_force_ev_per_a=3.929 smiles="CN(C)C=O.CN(C)C=O.CN(C)C=O.CN(C)C=O.COCCOC.COCCOC"
C -0.23201 -2.93912 5.13136
N -1.56824 -2.67750 4.59127
C -2.16689 -1.33909 4.90526
C -2.36519 -3.74209 4.24438
O -3.51453 -3.53320 3.83043
H -0.22802 -2.93136 6.22133
H 0.50346 -2.14567 4.99867
H 0.23192 -3.89672 4.89495
H -1.34595 -0.64543 4.72359
H -2.96733 -1.13739 4.19341
H -2.55299 -1.21281 5.91674
H -1.87033 -4.71473 4.39027
C 2.03002 -0.19478 2.86771
N 2.43317 -1.06544 1.72026
C 3.29960 -0.47290 0.62084
C 2.10921 -2.37293 1.65400
O 2.36490 -3.09347 0.68835
H 2.73910 0.59824 3.10524
H 1.71431 -0.73708 3.75897
H 1.15812 0.36784 2.53404
H 4.03663 0.23127 1.00689
H 3.81297 -1.24989 0.05441
H 2.59823 -0.04668 -0.09645
H 1.75142 -2.79481 2.60595
C -2.82681 2.98925 -6.34447
N -2.55426 3.31474 -4.90415
C -1.18606 3.80774 -4.69099
C -3.55426 3.21309 -3.98185
O -3.48966 3.50571 -2.79003
H -3.75736 2.42190 -6.36110
H -2.03919 2.36597 -6.76789
H -2.86260 3.85153 -7.01029
H -0.37183 3.38084 -5.27656
H -1.00671 4.88256 -4.71711
H -1.00606 3.64793 -3.62790
H -4.47605 2.74326 -4.35839
C -2.52091 -3.49174 -2.96549
N -1.50359 -4.26930 -2.28050
C -1.79829 -5.69824 -2.04038
C -0.33333 -3.71737 -1.91380
O 0.60584 -4.29194 -1.28817
H -3.56640 -3.55187 -2.66314
H -2.50754 -3.81079 -4.00768
H -2.22105 -2.45257 -2.83027
H -0.91240 -6.33285 -2.01669
H -2.38433 -5.95790 -1.15877
H -2.34822 -6.08632 -2.89775
H -0.47503 -2.64230 -2.10441
C 0.48796 3.03930 0.83177
O 1.56988 3.09348 1.76285
C 2.72507 3.86372 1.17963
C 3.80737 3.76866 2.20514
O 5.07668 4.13527 1.71339
C 6.10149 4.04599 2.72740
H 0.75176 2.58292 -0.12230
H 0.32157 4.06338 0.49760
H -0.32663 2.38614 1.14471
H 2.49030 4.91378 1.00545
H 3.18467 3.39407 0.30999
H 3.96044 2.82153 2.72247
H 3.43083 4.34194 3.05230
H 5.98841 4.85670 3.44717
H 7.02996 4.19092 2.17510
H 6.17527 3.04486 3.15211
C 0.48152 0.65146 -3.41696
O -0.02901 -0.13119 -2.31537
C -1.18766 0.44317 -1.65169
C -1.25409 -0.09664 -0.18500
O -1.63235 -1.47063 -0.31610
C -2.02838 -2.04294 0.94092
H 0.79494 1.65713 -3.13680
H -0.16084 0.72081 -4.29483
H 1.34763 0.08366 -3.75686
H -2.09648 0.34676 -2.24571
H -1.25567 1.52646 -1.55184
H -1.96373 0.46060 0.42655
H -0.38747 -0.02150 0.47184
H -1.09441 -2.19920 1.48074
H -2.39287 -3.03456 0.67272
H -2.79163 -1.51164 1.50948

Record 2
82
Properties=species:S:1:pos:R:3 method="wB97M-V/def2-TZVPD" charge=-1 lumo_energy_ev="2.0 / 0.6" max_force_ev_per_a=0.332 spin_multiplicity=2
Rb 0.12516 -0.04172 0.93952
C -1.07221 3.37353 1.05656
C -0.12297 3.67580 -0.09179
C 1.21801 4.18199 0.42302
C -0.75076 4.67636 -1.05694
O 0.19427 2.45418 -0.78297
Ge -0.74803 1.59963 -2.02494
O 0.29615 0.21653 -2.45308
C 1.46611 0.28563 -3.29532
C 1.89972 -1.16256 -3.48056
C 2.56089 1.08997 -2.61272
C 1.08725 0.89906 -4.63994
O -2.03441 0.80911 -1.09400
C -2.90870 -0.22237 -1.59779
C -3.11074 -0.07301 -3.10410
C -2.26345 -1.56667 -1.27465
C -4.22798 -0.06490 -0.86441
H -1.34536 4.28935 1.58402
H -1.98776 2.89690 0.70437
H -0.60092 2.71002 1.78285
H 1.07640 5.06392 1.05132
H 1.69933 3.39734 1.00978
H 1.87790 4.43920 -0.40737
H -0.89638 5.63991 -0.56645
H -0.10472 4.82105 -1.92574
H -1.72945 4.32252 -1.39319
H 2.13852 -1.60305 -2.51307
H 1.10018 -1.74162 -3.94663
H 2.79092 -1.21494 -4.10824
H 2.86311 0.63562 -1.66705
H 3.44823 1.12776 -3.24962
H 2.23178 2.11230 -2.41665
H 0.25570 0.35371 -5.09057
H 0.79589 1.94615 -4.51799
H 1.93828 0.86744 -5.32253
H -2.16860 -0.21872 -3.64021
H -3.82257 -0.81754 -3.46418
H -3.50760 0.91822 -3.33402
H -1.28142 -1.63461 -1.74690
H -2.15569 -1.67167 -0.19291
H -2.88375 -2.39047 -1.63543
H -4.66588 0.91412 -1.05927
H -4.92835 -0.83867 -1.18970
H -4.08511 -0.14802 0.21094
C 3.30412 -2.69852 2.04427
N 1.93768 -2.81393 1.56379
C 1.90237 -2.72005 0.11920
C 1.31499 -4.01713 2.07045
C -0.19064 -4.08947 1.85518
N -0.90876 -2.89135 2.25709
C -0.57371 -2.45897 3.60592
C -2.34171 -3.11119 2.15164
H 3.91502 -3.57252 1.75294
H 3.30586 -2.62949 3.13438
H 3.76217 -1.80562 1.62475
H 2.42412 -3.56418 -0.36798
H 2.41004 -1.80161 -0.18295
H 0.86736 -2.70738 -0.23558
H 1.52573 -4.06794 3.14118
H 1.76221 -4.92661 1.62346
H -0.55279 -4.97389 2.41529
H -0.41714 -4.27869 0.80148
H -0.76103 -3.25425 4.34990
H -1.18439 -1.59217 3.85474
H 0.47533 -2.16869 3.65867
H -2.69000 -3.87460 2.87005
H -2.59033 -3.46184 1.14792
H -2.87067 -2.17787 2.34404
N 4.38029 2.46173 2.33041
N 4.67293 1.74597 1.14098
C 3.85317 0.63658 0.80353
O 4.34005 -0.16934 -0.01708
O 2.72282 0.58485 1.35514
H 3.82471 3.26738 2.06301
H 3.74381 1.87870 2.87052
H 5.65090 1.51304 1.07581
B -4.54601 1.87445 2.21297
C -3.24768 0.99006 2.46873
N -2.31542 0.32970 2.66077
H -5.47066 1.11673 1.98131
H -4.33405 2.58374 1.24507
H -4.76171 2.53757 3.20758

Record 3
86
Properties=species:S:1:pos:R:3 method="wB97M-V/def2-TZVPD" charge=0 lumo_energy_ev=0.7 max_force_ev_per_a=3.022 smiles="CCOP(=O)(OCC)OCC.CCOP(=O)(OCC)OCC.CCOP(=O)(OCC)OCC.BrCCBr"
C 1.05511 7.40780 1.42014
C 0.52622 6.50898 0.34082
O 0.07290 5.20068 0.82217
P -1.15334 4.93415 1.76181
O -0.70879 4.45681 3.06410
O -2.24682 3.95718 1.12972
C -2.03245 2.47582 1.27006
C -3.25617 1.84616 0.76760
O -1.96663 6.34425 1.77521
C -2.62862 6.81721 2.94990
C -2.66224 8.29964 3.03185
H 1.07841 8.43679 0.99634
H 0.44564 7.33076 2.29561
H 2.06850 7.06648 1.79640
H -0.26883 6.93480 -0.21095
H 1.22322 6.19687 -0.40811
H -1.18928 2.22379 0.62050
H -1.87741 2.19239 2.32017
H -3.43144 2.00417 -0.27403
H -3.12308 0.80991 0.98580
H -4.09223 2.16756 1.38826
H -3.63834 6.38966 3.00638
H -2.09401 6.31517 3.78438
H -1.55940 8.73589 3.00944
H -3.27363 8.79695 2.22662
H -3.03841 8.55578 4.04174
C 3.18527 2.37629 1.08146
C 1.83110 2.08024 0.52177
O 2.07382 1.46384 -0.78550
P 0.83170 1.14257 -1.68444
O -0.44916 0.70541 -1.12313
O 0.59635 2.50651 -2.44878
C -0.60562 2.73677 -3.22832
C -0.84862 1.67292 -4.33806
O 1.44181 0.06488 -2.64147
C 2.56848 0.31973 -3.57626
C 2.54329 -0.72495 -4.67673
H 3.94386 1.63320 0.84909
H 3.57223 3.34338 0.62719
H 3.10685 2.48817 2.18535
H 1.31520 1.35326 1.16555
H 1.21345 2.95015 0.33028
H -1.44727 2.82185 -2.57601
H -0.45915 3.76378 -3.60670
H 0.03431 1.57102 -4.94538
H -1.17605 0.80340 -3.77637
H -1.72960 1.98475 -4.85619
H 2.38076 1.32264 -4.00746
H 3.36743 0.23670 -2.84691
H 2.58937 -1.69761 -4.31997
H 1.57866 -0.64316 -5.16237
H 3.40409 -0.69833 -5.37758
C 0.22275 -4.38042 -3.43625
C -0.19840 -5.35770 -2.39979
O 0.33636 -4.98715 -1.12326
P 0.58538 -5.79752 0.16334
O 0.91885 -4.99335 1.31705
O -0.58073 -6.85606 0.36354
C -1.64350 -6.64688 1.34868
C -1.15666 -7.11044 2.75579
O 1.77621 -6.73421 -0.32501
C 2.34231 -7.54060 0.73784
C 3.60035 -6.98107 1.36623
H -0.12508 -4.86883 -4.33842
H -0.19728 -3.41800 -3.24581
H 1.31019 -4.36698 -3.38932
H -1.24221 -5.54111 -2.20790
H 0.11760 -6.37625 -2.77384
H -2.04127 -5.55508 1.24270
H -2.56892 -7.15358 1.07754
H -0.67884 -8.08078 2.54684
H -0.36793 -6.34303 3.01217
H -1.78933 -7.15146 3.62342
H 1.65911 -7.60931 1.59885
H 2.40400 -8.54197 0.27907
H 3.44213 -6.06912 1.88649
H 4.01285 -7.73837 2.06579
H 4.31156 -6.71713 0.52063
Br -2.77402 -2.63748 -0.20510
C -1.24762 -1.92676 0.88710
C -1.63436 -1.85565 2.29154
Br -0.17812 -0.83535 3.17275
H -1.04266 -0.98001 0.44561
H -0.43817 -2.62114 0.74013
H -1.62946 -2.83969 2.83160
H -2.59647 -1.37057 2.47494

Record 4
112
Properties=species:S:1:pos:R:3 method="wB97M-V/def2-TZVPD" charge=0 lumo_energy_ev=-1.5 max_force_ev_per_a=4.966
K -0.44244 4.09185 -3.57395
K -3.48812 4.11670 0.87979
K 2.12491 4.79486 1.12169
K -3.79957 -0.44398 -2.25617
P -3.67795 1.94599 -5.07583
F -2.47122 1.31113 -4.19340
F -4.54796 0.69406 -4.56482
F -4.10260 2.85467 -3.80895
F -4.94643 2.72157 -5.73119
F -2.68457 3.12436 -5.56586
F -3.48020 1.14970 -6.41809
P 1.80118 6.31119 -2.10393
F 1.79700 7.18216 -0.76385
F 0.22665 6.43715 -2.26174
F 2.10794 7.71770 -2.77345
F 1.99133 5.47788 -3.52041
F 3.43515 6.07034 -2.00788
F 1.59406 4.86432 -1.45632
P -5.96449 1.50349 -0.07725
F -6.30027 0.06137 0.56066
F -7.49977 1.76872 -0.10612
F -5.93124 2.21479 1.35871
F -5.73478 2.95654 -0.83574
F -4.32042 1.31754 -0.04338
F -5.93182 0.91635 -1.58978
P -0.54277 1.76030 -0.49959
F 0.61615 0.59656 -0.21130
F -1.48313 1.14085 0.69419
F 0.35878 2.75700 0.49915
F -1.48734 3.03377 -0.82208
F 0.35907 2.38321 -1.76499
F -1.50669 1.02247 -1.52626
C 7.50119 -1.65038 2.11279
O 7.01402 -0.28594 2.07754
C 5.98008 0.02096 1.15670
C 5.84797 1.55224 1.29198
O 4.46026 2.05358 1.09238
C 3.93072 1.60303 -0.13791
H 6.78684 -2.34101 2.56096
H 8.37501 -1.76410 2.75435
H 7.69701 -1.97172 1.08981
H 5.09530 -0.51168 1.50536
H 6.13069 -0.22617 0.10583
H 6.52157 2.15119 0.67909
H 6.04903 1.75113 2.34465
H 4.01122 0.53928 -0.36160
H 4.38300 2.13918 -0.97223
H 2.85693 1.72201 -0.28252
C 2.76539 -3.94199 -2.43079
O 2.36261 -3.13639 -3.56974
C 3.35282 -2.22443 -3.71466
C 2.76924 -0.87204 -4.17507
O 3.60397 0.19883 -3.64577
C 3.28023 1.57907 -4.06347
H 3.69755 -4.43908 -2.69929
H 2.02152 -4.73734 -2.38427
H 2.89468 -3.39475 -1.49702
H 3.80203 -2.49972 -4.66887
H 4.07545 -2.04090 -2.91954
H 1.82088 -0.77673 -3.64627
H 2.75032 -0.82088 -5.26370
H 2.20358 1.73727 -4.00104
H 3.63713 1.85629 -5.05537
H 3.80056 2.31081 -3.44549
C -0.49200 -2.02517 -2.07325
O -1.67329 -2.51435 -1.38892
C -2.21621 -3.78609 -1.68609
C -3.50705 -3.95805 -0.90541
O -4.44728 -3.15494 -1.58614
C -5.73197 -3.17380 -1.00687
H 0.07981 -2.94477 -2.19765
H -0.00853 -1.21088 -1.53354
H -0.56750 -1.81764 -3.14064
H -1.47468 -4.54156 -1.42628
H -2.50670 -3.89946 -2.73054
H -3.40095 -3.69416 0.14683
H -3.90539 -4.94990 -1.11909
H -6.27647 -2.58165 -1.74239
H -5.74479 -2.65623 -0.04767
H -6.17995 -4.16692 -1.04033
C -2.63288 -0.39960 7.16336
O -1.97476 0.90338 6.86700
C -1.33522 0.95831 5.60825
C -2.33653 0.94762 4.40511
O -2.96460 -0.30043 4.41574
C -4.03308 -0.40849 3.47272
H -3.64617 -0.52241 6.78093
H -2.68162 -0.46137 8.25052
H -2.06876 -1.28857 6.88125
H -0.61189 0.15500 5.46822
H -0.75213 1.87883 5.63586
H -1.75004 1.09761 3.49867
H -3.09910 1.70710 4.57764
H -4.57282 -1.35232 3.54989
H -3.58848 -0.33196 2.48047
H -4.90371 0.10902 3.87554
C 2.19625 0.14760 3.61655
O 1.27976 -1.01494 3.62199
C 0.49259 -1.12532 2.53220
C -0.35075 -2.39303 2.51413
O 0.39273 -3.52498 2.51972
C 0.77909 -4.00658 1.26711
H 2.92251 -0.01757 2.82072
H 2.70705 0.30094 4.56715
H 1.53618 1.00359 3.47624
H 1.09393 -1.05336 1.62594
H -0.23756 -0.31954 2.45665
H -1.12928 -2.21424 1.77249
H -0.80595 -2.48049 3.50066
H -0.12245 -3.88013 0.66767
H 1.10319 -5.04437 1.34489
H 1.60021 -3.42796 0.84395

Record 5
101
Properties=species:S:1:pos:R:3 method="wB97M-V/def2-TZVPD" charge=0 lumo_energy_ev="-4.6 / -4.2" max_force_ev_per_a=5.661 spin_multiplicity=6
Mn 4.89871 2.20693 2.04343
O 0.58728 1.09387 -1.19131
C 1.69115 1.40576 -0.40221
O 2.11961 2.54870 -0.17797
O 2.44484 0.52513 0.03808
H 0.57490 0.15972 -0.97039
O 8.83674 -0.51620 4.83168
C 7.81258 0.11873 4.28280
O 7.66206 1.37222 4.30746
O 7.06506 -0.34959 3.40055
H 9.07796 0.13231 5.49715
O -1.38235 -7.42451 2.24735
S -2.21452 -6.48627 2.95076
O -3.25779 -5.72330 2.34438
O -2.84648 -7.19252 4.32472
C -2.08501 -8.24046 4.90363
C -2.46369 -8.56185 6.33346
C -1.08966 -5.25945 3.63231
H -1.05776 -7.87622 4.89075
H -2.18761 -9.14173 4.29923
H -2.14664 -7.98880 7.20478
H -2.04019 -9.53351 6.58768
H -3.55168 -8.62561 6.35101
H -0.20917 -5.83522 3.91749
H -1.58883 -4.77127 4.46934
H -0.74897 -4.51586 2.91183
O 1.98534 1.13960 5.29599
S 1.55609 0.64193 6.59183
O 1.70545 1.40097 7.84127
O -0.00490 0.12628 6.40710
C -0.92914 0.54954 7.42956
C -2.32112 -0.10266 7.14118
C 2.19210 -1.06534 6.83009
H -1.05466 1.63227 7.43645
H -0.61601 0.24463 8.42810
H -2.76087 0.74750 6.61967
H -2.87880 -0.40375 8.02799
H -2.26072 -1.01399 6.54627
H 3.15148 -0.90313 7.32139
H 2.34762 -1.54080 5.86166
H 1.45033 -1.55204 7.46333
O 0.85339 -4.34301 -5.11720
S -0.28827 -3.89637 -4.31012
O -0.20043 -3.22713 -2.99739
O -1.24318 -2.81269 -5.14912
C -1.64935 -3.05566 -6.50877
C -0.60121 -2.52986 -7.46055
C -1.49033 -5.30301 -4.21520
H -2.56294 -2.50942 -6.74348
H -1.84651 -4.08596 -6.80493
H -0.70476 -2.78365 -8.51553
H 0.38978 -2.73965 -7.05803
H -0.78341 -1.45578 -7.42503
H -2.25683 -4.94773 -3.52648
H -1.10677 -6.23789 -3.80656
H -1.79671 -5.59765 -5.21891
O 9.37777 5.58310 -1.43993
S 7.95452 5.53892 -1.20080
O 7.36758 4.38656 -0.49358
O 7.34583 6.91215 -0.51009
C 7.76837 8.23036 -0.97882
C 8.99336 8.63163 -0.13001
C 7.07585 5.53204 -2.82704
H 7.02607 8.99052 -0.73543
H 7.98391 8.34539 -2.04108
H 9.00871 9.71353 0.00178
H 9.88388 8.34779 -0.69082
H 9.00318 8.25642 0.89333
H 6.01825 5.30126 -2.69925
H 7.41557 4.62278 -3.32296
H 7.24988 6.37727 -3.49293
O -2.21399 4.11243 -7.40918
S -1.39874 4.79257 -6.44814
O -0.55358 5.95390 -6.80487
O -2.47072 5.23649 -5.16322
C -3.55714 4.36082 -4.77910
C -4.33836 4.95351 -3.56977
C -0.44218 3.58242 -5.55008
H -3.26316 3.33626 -4.55119
H -4.20665 4.36887 -5.65441
H -3.66631 5.09862 -2.72396
H -5.20465 4.34517 -3.30985
H -4.80813 5.92094 -3.74727
H -1.15818 3.00399 -4.96625
H 0.22411 4.19633 -4.94405
H 0.07179 3.07014 -6.36341
O -8.74564 -0.29605 -2.01628
S -7.39124 -0.80503 -2.09530
O -6.47116 -0.45809 -3.20858
O -6.64568 -0.54740 -0.65165
C -5.24936 -0.64896 -0.57041
C -4.82475 -0.25797 0.83097
C -7.43394 -2.69894 -1.98223
H -4.62359 -0.17979 -1.32960
H -4.88927 -1.67775 -0.56629
H -5.60638 0.26765 1.37951
H -4.07470 0.53287 0.82075
H -4.36382 -1.08589 1.36966
H -7.76005 -2.89146 -0.96013
H -6.44739 -3.15503 -2.06460
H -8.13552 -3.09639 -2.71566